1.
Computed, not measured: a single C3H6Cl2N2O molecule, with ωB97M-V/def2-TZVPD.

XYZ file:
```
14
C3H6Cl2N2O (ωB97M-V/def2-TZVPD)
C -1.57 -1.26 0.68
N -0.19 -1.16 0.47
C 0.23 -0.05 0.09
N -0.57 1.05 -0.30
O 0.31 2.11 -0.68
C 1.72 0.11 -0.26
Cl 2.75 0.69 1.03
Cl 2.30 -1.60 -0.65
H -1.78 -2.28 0.99
H -2.09 -0.73 1.50
H -2.20 -1.17 -0.27
H -1.28 1.40 0.41
H 0.37 2.25 -1.79
H 2.00 0.64 -1.21
```

Computed properties:
HOMO-LUMO gap = 10.025 eV
SMILES = C/N=C(\NO)C(Cl)Cl
HOMO = -0.358 Eh
2S+1 = 1
Energy relative to the best compared isomer or geometry (same formula, charge and spin) = 2.450 eV


2.
Computed, not measured: a 5-piece molecular cluster, C19H40NO9S4 overall, with ωB97M-V/def2-TZVPD.

XYZ file:
```
73
C19H40NO9S4 (ωB97M-V/def2-TZVPD)
C 2.06 -3.19 1.01
C 1.64 -2.10 -0.02
O 2.59 -1.72 -0.75
N 0.31 -1.51 -0.10
H -0.39 -2.20 0.10
H 0.28 -0.73 0.63
C -0.06 -0.84 -1.29
H 1.79 -2.98 1.94
H 3.17 -3.33 1.12
H 1.65 -4.02 0.69
H 0.68 -0.14 -1.53
H -1.04 -0.55 -1.14
H 0.03 -1.60 -2.23
C -3.50 -1.37 4.35
C -4.54 -0.89 3.32
C -3.99 -1.12 2.15
S -2.83 -2.48 2.23
O -1.55 -2.07 1.77
O -3.42 -3.73 1.85
C -2.74 -2.61 4.00
H -3.92 -1.49 5.25
H -2.77 -0.50 4.49
H -4.91 0.18 3.29
H -5.13 -1.61 3.55
H -3.46 -0.25 1.72
H -4.79 -1.38 1.39
H -1.88 -2.57 4.28
H -3.32 -3.32 4.17
C -2.98 0.11 -7.03
C -1.81 0.97 -6.96
C -1.55 1.40 -5.61
S -2.26 0.06 -4.68
O -3.36 0.75 -4.00
O -1.19 -0.64 -3.99
C -2.94 -0.87 -5.87
H -2.94 -0.47 -8.12
H -3.94 0.67 -6.89
H -1.86 1.86 -7.50
H -0.83 0.46 -7.21
H -2.14 2.29 -5.35
H -0.51 1.42 -5.69
H -3.89 -1.25 -5.46
H -2.22 -1.69 -6.03
C 1.87 1.30 5.34
C 1.58 -0.13 5.45
C 2.28 -0.80 4.44
S 2.35 0.19 3.00
O 1.13 -0.18 2.14
O 3.60 0.18 2.27
C 1.99 1.82 3.83
H 3.06 1.44 5.89
H 1.32 1.77 6.04
H 0.54 0.03 5.18
H 1.59 -0.36 6.39
H 1.89 -1.69 4.16
H 3.46 -1.10 4.65
H 0.91 1.98 3.43
H 2.90 2.37 3.66
C 3.78 1.85 -2.00
C 4.02 2.67 -0.81
C 2.85 3.00 -0.17
S 1.62 3.09 -1.37
O 1.31 4.48 -1.65
O 0.53 2.17 -1.03
C 2.61 2.37 -2.83
H 3.18 0.80 -1.87
H 4.37 1.73 -2.76
H 4.66 3.35 -1.09
H 4.69 2.15 -0.19
H 2.92 3.86 0.41
H 2.48 2.07 0.40
H 3.10 2.98 -3.49
H 1.91 1.67 -3.25
```

Computed properties:
HOMO-LUMO gap = 9.644 eV
Total charge = +1
HOMO = -0.438 Eh
2S+1 = 1
Energy relative to the best compared isomer or geometry (same formula, charge and spin) = 3.774 eV


3.
Computed, not measured: a single C5H8BrFO molecule, with ωB97M-V/def2-TZVPD.

XYZ file:
```
16
C5H8BrFO (ωB97M-V/def2-TZVPD)
C -0.57 1.71 0.52
C 0.27 0.68 0.15
O 0.57 -0.49 0.66
C -0.31 -1.01 1.65
C 1.05 0.77 -1.21
C 0.59 -0.23 -2.29
F 0.74 2.05 -1.73
Br 3.00 0.83 -0.92
H -1.12 1.76 1.41
H -0.54 2.52 -0.21
H 0.20 -1.90 1.95
H -1.29 -0.97 1.19
H -0.36 -0.21 2.44
H 1.40 -0.19 -2.98
H -0.13 0.25 -2.90
H 0.32 -1.27 -1.92
```

Computed properties:
HOMO-LUMO gap = 9.935 eV
SMILES = C=C(OC)[C@@](C)(F)Br
HOMO = -0.336 Eh
2S+1 = 1
Energy relative to the best compared isomer or geometry (same formula, charge and spin) = 0.014 eV


4.
Computed, not measured: a single C4H5NO molecule, with ωB97M-V/def2-TZVPD.

XYZ file:
```
11
C4H5NO (ωB97M-V/def2-TZVPD)
C 1.07 -1.10 0.72
C 0.19 -0.05 0.12
C -1.07 0.30 0.46
O -1.53 1.17 -0.49
C -0.51 1.28 -1.36
N 0.54 0.59 -1.06
H 2.00 -1.23 0.18
H 0.51 -2.03 0.67
H 1.27 -0.87 1.77
H -1.78 0.06 1.23
H -0.69 1.87 -2.24
```

Computed properties:
HOMO-LUMO gap = 10.230 eV
SMILES = Cc1cocn1
HOMO = -0.337 Eh
2S+1 = 1
Energy relative to the best compared isomer or geometry (same formula, charge and spin) = 0.433 eV